1.
Molecular formula: C5H13NO2
Method: DFT, the ωB97M-V functional and the def2-TZVPD basis

Geometry (Å):
C 0.74 -0.84 -0.78
C -0.36 -0.07 0.49
C -1.72 2.03 1.66
C 2.02 -0.04 -0.89
C 0.92 -2.23 -0.19
N -0.68 0.83 -0.52
O -1.39 0.88 2.20
O -1.87 0.42 -1.13
H -1.82 0.81 -2.01
H 0.22 -0.91 -1.73
H -1.06 -0.85 0.75
H 0.43 0.24 1.15
H -1.29 2.95 2.12
H -1.31 1.96 0.44
H -2.80 2.16 1.43
H 2.67 -0.52 -1.63
H 2.55 -0.02 0.06
H 1.82 0.97 -1.22
H -0.02 -2.78 -0.12
H 1.38 -2.19 0.80
H 1.59 -2.80 -0.86

Energy above the lowest of the compared OMol25 structures with the same formula, charge and spin, kcal/mol: 170.85
Lowest unoccupied orbital energy (spin up / spin down), eV: -0.163 / -0.542
HOMO (spin up / spin down), Eh: -0.3213 / -0.2967

---

2.
Molecular formula: C5H13NO2
Method: DFT, the ωB97M-V functional and the def2-TZVPD basis

Geometry (Å):
C 3.25 0.85 -0.01
N 0.82 -2.20 -0.45
C 0.94 -0.70 -0.62
C 1.82 0.76 -0.47
C 1.02 0.08 0.62
C -0.30 0.61 1.10
H 3.92 1.70 -0.31
H 3.82 -0.07 -0.32
H 3.29 0.95 1.09
H 2.03 -1.60 -0.50
H 0.90 -2.46 0.57
H 0.48 -0.52 -1.57
H 1.48 -0.52 1.42
H -0.51 1.33 0.33
H -0.13 1.02 2.05
H -1.13 -0.18 1.12
H -4.11 1.46 -1.05
O -3.15 1.31 -1.05
H -3.36 -1.33 0.13
H -3.11 0.36 -0.20
O -3.06 -0.60 0.62

Energy above the lowest of the compared OMol25 structures with the same formula, charge and spin, kcal/mol: 319.34
Lowest unoccupied orbital energy, eV: -4.330
HOMO, Eh: -0.2716

---

Please write out number 2 again, unchanged.
Molecular formula: C5H13NO2
Method: DFT, the ωB97M-V functional and the def2-TZVPD basis

Geometry (Å):
C 3.25 0.85 -0.01
N 0.82 -2.20 -0.45
C 0.94 -0.70 -0.62
C 1.82 0.76 -0.47
C 1.02 0.08 0.62
C -0.30 0.61 1.10
H 3.92 1.70 -0.31
H 3.82 -0.07 -0.32
H 3.29 0.95 1.09
H 2.03 -1.60 -0.50
H 0.90 -2.46 0.57
H 0.48 -0.52 -1.57
H 1.48 -0.52 1.42
H -0.51 1.33 0.33
H -0.13 1.02 2.05
H -1.13 -0.18 1.12
H -4.11 1.46 -1.05
O -3.15 1.31 -1.05
H -3.36 -1.33 0.13
H -3.11 0.36 -0.20
O -3.06 -0.60 0.62

Energy above the lowest of the compared OMol25 structures with the same formula, charge and spin, kcal/mol: 319.34
Lowest unoccupied orbital energy, eV: -4.330
HOMO, Eh: -0.2716

---

Look up the energy above the lowest of the compared OMol25 structures with the same formula, charge and spin of the second one. 319.34 kcal/mol